Record 1
9
Properties=species:S:1:pos:R:3:forces:R:3:lowdin_spin:R:1 method="wB97M-V/def2-TZVPD" lumo_energy_ev="0.558 / -4.308" spin_multiplicity=3 largest_force_ev_per_a=5.229 gap_ev="7.261 / 7.158" de_lowest_ev=0.543 s_squared=2.008
B -0.9105 -0.5982 -0.1192 -2.8 0.8 0.5 0.182
C 1.3715 0.0798 0.3765 3.9 -2.6 -1.3 0.529
C 0.3865 0.6677 -0.2981 -1.3 3.5 -3.7 0.541
O 2.0102 -0.3054 1.2759 0.2 0.1 2.1 0.423
F -0.9275 -0.3885 1.2195 -0.9 0.0 0.7 0.168
H -0.5271 -1.5800 -0.3876 1.8 -2.8 -1.0 0.023
H -1.8267 -0.2098 -0.8377 0.5 0.7 0.4 0.047
H 0.5392 0.8852 -1.4544 -0.5 -0.7 2.2 0.050
H -0.1156 1.4493 0.2249 -0.9 1.0 0.1 0.038

***

Record 2
9
Properties=species:S:1:pos:R:3:forces:R:3:lowdin_spin:R:1 method="wB97M-V/def2-TZVPD" lumo_energy_ev="-5.355 / -5.358" spin_multiplicity=2 largest_force_ev_per_a=9.701 gap_ev="6.871 / 10.778" de_lowest_ev=4.266 total_charge=+1 s_squared=0.751
C -0.3028 0.4816 -0.2610 -1.8 1.0 0.9 0.005
C -1.4766 -0.0988 0.0060 0.2 0.7 -1.8 0.018
O 0.7727 -0.0778 0.4523 -1.8 -2.1 1.2 0.111
H -0.0202 1.4491 -0.6668 -0.2 -0.1 0.3 0.004
H -2.3683 0.5199 -0.0943 0.1 -0.3 -0.4 0.001
H -1.6072 -1.1799 -0.0690 0.1 0.0 1.2 0.002
Be 2.7796 0.2534 0.1743 7.4 4.8 4.1 0.648
O 1.8622 -0.4139 -0.4200 -5.2 -5.3 -4.9 0.207
H 0.3605 -0.9336 0.8785 1.2 1.2 -0.6 0.005

***

Record 3
8
Properties=species:S:1:pos:R:3:forces:R:3:nbo_charge:R:1 method="wB97M-V/def2-TZVPD" lumo_energy_ev="-1.494 / -2.711" largest_force_ev_per_a=3.412 gap_ev="7.906 / 5.799" de_lowest_ev=2.885
C 0.9161 0.1025 -0.2837 -2.0 1.3 0.0 -0.726
C -0.1760 -0.3104 0.5768 -2.4 0.3 1.2 -0.094
Br -1.0752 -1.7717 -0.0189 -0.2 -1.0 0.1 0.211
Br -2.6831 1.2999 -0.2278 1.0 -0.3 0.3 -0.410
H 1.7591 -0.4631 -0.2968 2.4 -2.4 0.5 0.252
H 0.5753 0.0789 -1.2919 -0.4 0.1 -0.9 0.258
H 1.2446 1.0592 -0.0588 0.5 2.1 0.5 0.244
H -0.5607 0.0047 1.6012 1.2 -0.1 -1.6 0.266

***

Record 4
8
Properties=species:S:1:pos:R:3:forces:R:3:nbo_charge:R:1 method="wB97M-V/def2-TZVPD" lumo_energy_ev=0.667 largest_force_ev_per_a=1.227 gap_ev=10.802 smiles=BrCCBr de_lowest_ev=0.377
Br 1.5284 -0.8575 -1.4040 -0.8 0.2 0.1 -0.033
C -0.2368 -0.2847 -0.6751 0.4 -0.8 -0.5 -0.440
C 0.0046 0.4681 0.6166 -0.8 0.6 0.1 -0.461
Br 0.5694 -0.6737 2.1187 -0.1 0.5 -0.7 0.001
H -0.8631 -1.1762 -0.6417 0.5 -0.3 0.9 0.232
H -0.7863 0.2045 -1.4794 0.6 1.0 0.2 0.237
H -0.8870 0.9955 0.9556 -0.4 -0.6 0.0 0.230
H 0.6708 1.3241 0.5093 0.6 -0.6 -0.1 0.234

***

Record 5
8
Properties=species:S:1:pos:R:3:forces:R:3:nbo_charge:R:1 method="wB97M-V/def2-TZVPD" lumo_energy_ev="-0.188 / 0.064" largest_force_ev_per_a=2.811 gap_ev="8.236 / 8.643" de_lowest_ev=4.293
C 1.1376 0.5637 -0.8017 0.1 0.3 1.7 -0.423
C -1.3960 0.1409 0.2086 -0.6 0.3 -2.1 -0.439
Cl 0.9231 2.0339 -1.5581 0.2 0.0 -0.5 0.070
Br -2.1712 1.3259 -1.0069 -0.5 -0.4 0.1 0.067
H 1.0515 -0.4049 -1.2004 -0.2 -0.6 -1.3 0.189
H 1.5250 0.5869 0.2003 0.1 0.3 0.2 0.184
H -0.9937 0.6511 0.9892 0.9 1.1 2.4 0.170
H -0.8941 -0.7013 -0.1751 -0.1 -1.0 -0.4 0.183

***

Record 6
8
Properties=species:S:1:pos:R:3:forces:R:3:lowdin_spin:R:1 method="wB97M-V/def2-TZVPD" lumo_energy_ev="0.883 / -4.116" spin_multiplicity=3 largest_force_ev_per_a=6.531 gap_ev="6.047 / 6.529" de_lowest_ev=1.571 s_squared=2.005
C -0.5338 0.5659 -0.0374 1.4 -0.6 4.3 0.044
C 0.4621 -0.5385 -0.0479 -5.6 -3.3 0.7 0.494
Cl -2.2310 0.0579 -0.0335 -0.7 -0.1 0.5 0.056
Br 2.3289 0.0623 -0.0343 5.3 1.5 0.1 1.325
H -0.4895 1.1714 -0.8417 0.5 1.9 -2.8 0.001
H -0.2154 1.2175 0.8803 -1.3 -0.9 -1.4 0.001
H 0.2274 -1.3163 -0.7914 0.3 0.2 -0.3 0.027
H 0.4512 -1.2203 0.9061 0.1 1.3 -1.0 0.051

***

Record 7
8
Properties=species:S:1:pos:R:3:forces:R:3:lowdin_spin:R:1 method="wB97M-V/def2-TZVPD" lumo_energy_ev="0.853 / -2.010" spin_multiplicity=3 largest_force_ev_per_a=3.132 gap_ev="9.496 / 8.403" de_lowest_ev=0.855 s_squared=2.008
C -0.8072 -1.3891 -0.4500 1.7 2.0 1.8 1.310
C 0.5627 -1.4795 0.1820 -1.2 -0.1 1.3 0.150
Cl -1.5967 0.0289 0.0242 -0.8 -0.5 -0.5 0.322
Br 1.8530 -0.0281 0.0265 -0.2 0.8 -0.3 0.095
H -0.0987 -1.3895 -2.3437 0.0 0.0 -0.4 0.044
H 0.0716 -1.4392 -3.0738 0.1 0.0 0.0 0.049
H 1.1559 -2.2114 -0.2204 0.9 -2.3 -1.1 0.003
H 0.5498 -1.6541 1.2828 -0.5 0.2 -0.8 0.026

***

Record 8
11
Properties=species:S:1:pos:R:3:forces:R:3:nbo_charge:R:1 method="wB97M-V/def2-TZVPD" lumo_energy_ev=-0.789 largest_force_ev_per_a=3.769 gap_ev=9.829 de_lowest_ev=0.854
C -0.1152 -0.2075 -0.1328 -1.9 3.2 0.6 -0.643
C 0.9988 0.8145 -0.1687 1.3 -1.2 0.2 -0.580
O 3.0172 -0.8574 1.0790 0.3 -0.6 -0.2 -1.004
P 2.2792 0.3821 1.1212 1.4 2.6 -1.4 1.819
Cl 1.4752 0.7338 2.8804 -0.3 0.4 0.5 -0.207
Cl 3.6936 2.3410 0.6769 -1.7 -2.3 0.8 -0.423
Br 1.9406 0.5769 -1.8357 0.1 0.5 -0.3 0.083
H 0.3890 -1.0502 -0.4051 0.8 -3.1 0.1 0.229
H -0.8708 -0.0651 -0.9776 0.8 0.3 1.5 0.246
H -0.5111 -0.0915 0.9213 -0.2 -1.0 -1.4 0.228
H 0.8140 1.8248 0.0869 -0.5 1.2 -0.4 0.252